Density functional theory data (ωB97M-V with the def2-TZVPD basis set) for 13 unconnected molecules or ions with the total composition C26H78O26 in a non-equilibrium geometry.

Each line ends with the Mulliken charge.
Geometry (Å):
1 O -2.194 0.356 5.569  -0.49
2 O 5.835 2.719 -1.346  -0.55
3 O 1.769 -2.156 1.163  -0.37
4 O 1.272 -1.402 -3.812  -0.55
5 O -2.501 -1.870 2.855  -0.53
6 O -7.077 4.284 0.284  -0.58
7 O 0.862 4.185 -2.863  -0.36
8 O -3.020 0.931 2.816  -0.16
9 O 0.491 -3.187 3.238  -0.24
10 O 1.355 -0.362 -0.986  0.82
11 O -3.135 -4.455 4.112  -0.42
12 O 2.726 -3.231 -2.401  -0.55
13 O -6.556 -0.877 -0.434  -0.58
14 O -5.115 -0.247 -3.056  -0.56
15 O -1.111 4.089 1.832  -0.45
16 O 2.495 0.174 3.039  -0.53
17 O 6.565 -0.185 -3.560  -0.53
18 O 3.990 -6.097 -2.792  -0.54
19 O -0.337 -4.754 5.613  -0.58
20 O 4.462 -1.303 -1.746  0.23
21 O -1.814 0.709 0.381  -0.09
22 O -1.626 6.465 -0.159  -0.58
23 O -1.339 3.628 -4.496  -0.62
24 O 2.942 4.084 -1.135  -0.68
25 O -4.949 2.579 1.452  -0.32
26 O 3.632 0.588 -3.996  -0.45
27 C -4.068 -3.689 3.396  -0.57
28 C -7.291 3.011 0.769  -0.47
29 C 5.805 -1.786 -1.795  -0.46
30 C 2.369 -4.484 -1.834  0.08
31 C 3.318 -0.324 1.989  0.24
32 C -5.432 -0.056 -0.607  0.36
33 C -0.530 0.267 0.415  -0.19
34 C 1.721 -0.635 -4.975  -0.24
35 C 0.066 0.182 -0.977  0.72
36 C 0.258 -5.235 4.399  -0.56
37 C -6.294 2.492 1.808  -0.35
38 C -2.833 1.533 5.143  -0.79
39 C 6.727 -0.610 -2.181  -0.69
40 C 4.836 2.594 -0.310  -0.16
41 C -0.403 5.839 0.092  -0.57
42 C -2.421 1.861 3.686  -0.02
43 C -0.716 4.333 0.475  0.38
44 C 3.348 2.753 -0.863  0.46
45 C 3.054 -1.829 1.717  -0.50
46 C 3.533 -5.443 -1.625  -0.59
47 C -0.610 2.554 -3.960  -0.32
48 C 0.815 2.975 -3.669  0.40
49 C -3.359 -2.897 2.343  -0.21
50 C 3.246 -0.263 -5.027  -0.55
51 C 1.260 -4.269 3.821  -0.31
52 C -4.538 -0.469 -1.785  0.02
53 H -2.454 2.408 5.671  0.38
54 H 6.081 -2.343 -0.900  0.48
55 H -4.743 -3.083 4.000  0.34
56 H -1.944 4.561 1.899  0.26
57 H -6.239 4.462 -0.150  0.33
58 H 5.877 -2.605 -2.511  0.42
59 H 0.752 -6.129 4.781  0.34
60 H 4.390 -0.129 2.002  0.49
61 H 1.947 -3.871 4.568  0.30
62 H 4.344 -4.835 -1.222  0.12
63 H 1.441 -1.275 -5.812  0.54
64 H -1.236 0.380 5.518  0.31
65 H -2.742 2.878 3.461  0.18
66 H -1.976 6.811 0.665  0.34
67 H -1.816 -2.289 3.381  0.12
68 H 1.378 2.202 -3.146  -0.44
69 H 0.166 3.698 0.386  -0.17
70 H -0.559 -0.360 -1.687  0.36
71 H 2.636 1.122 3.093  0.32
72 H 0.734 -2.955 2.338  0.33
73 H 2.295 4.085 -1.843  0.47
74 H -6.503 1.471 2.130  0.36
75 H -7.287 -0.440 -0.877  0.38
76 H 1.249 3.305 -4.613  0.39
77 H -2.843 -3.480 1.581  0.30
78 H -5.785 0.950 -0.836  0.20
79 H 3.184 1.990 -1.624  -0.24
80 H -6.001 -0.615 -3.065  0.31
81 H 6.597 0.210 -1.476  0.12
82 H 0.141 1.210 -1.333  -0.62
83 H 4.943 1.677 0.270  -0.08
84 H -4.251 -1.521 -1.770  0.26
85 H 1.611 -1.598 0.398  -0.03
86 H -8.273 2.986 1.242  0.35
87 H 3.893 -1.121 -4.844  0.27
88 H 3.525 -6.936 -2.829  0.33
89 H -2.809 0.083 3.212  0.10
90 H -4.721 -4.466 2.999  0.37
91 H 1.156 0.292 -5.075  0.00
92 H 2.013 -2.896 -2.950  0.17
93 H -1.535 4.214 -3.762  0.36
94 H 1.992 -4.160 -0.863  0.04
95 H 6.703 -0.893 -4.194  0.35
96 H -4.513 1.939 2.020  0.14
97 H -2.229 0.703 1.246  -0.05
98 H -0.521 -0.668 0.976  0.10
99 H -0.519 -5.529 3.693  0.24
100 H -7.378 2.329 -0.077  0.16
101 H 0.294 5.814 -0.746  0.18
102 H 1.692 -0.259 -1.880  -0.72
103 H 3.233 -6.243 -0.948  0.42
104 H 7.748 -0.946 -1.996  0.38
105 H -1.388 3.778 -0.179  0.23
106 H -3.907 1.448 5.307  0.31
107 H 4.244 0.150 -3.400  0.03
108 H -1.339 1.793 3.580  0.24
109 H 1.890 -4.808 3.114  0.29
110 H 3.158 -2.394 2.644  0.40
111 H 0.843 4.988 -3.389  0.26
112 H 5.521 3.191 -2.120  0.34
113 H 3.887 -2.068 -1.817  0.00
114 H -1.112 -4.263 5.330  0.33
115 H -6.332 3.157 2.671  0.38
116 H -1.154 2.233 -3.071  0.21
117 H -3.598 0.069 -1.655  -0.09
118 H 0.075 0.940 1.023  0.14
119 H 2.907 0.163 1.104  -0.43
120 H -4.885 -0.099 0.335  -0.35
121 H -0.600 1.672 -4.601  0.26
122 H 2.677 2.367 -0.096  -0.04
123 H -4.074 -2.313 1.762  0.10
124 H 3.826 -2.227 1.059  0.15
125 H -0.042 6.415 0.944  0.37
126 H 3.514 0.284 -5.931  0.33
127 H -3.568 -4.724 4.925  0.27
128 H 0.335 -1.533 -3.970  0.22
129 H 1.585 -4.805 -2.520  0.38
130 H 4.916 3.384 0.436  0.43

The HOMO-LUMO gap comes out at 0.3567 hartree. The HOMO energy is -9.572 eV. The molar mass is 806.9 g mol⁻¹. The LUMO energy comes out at 0.13 eV.